Arrangement A

Below is a molecular structure, C33H39IN5ORuSeTe, with properties calculated with the ωB97M-V functional and the def2-TZVPD basis.

- HOMO energy (alpha / beta) (eV) = -13.21 / -13.45
- ⟨S²⟩ = 8.8122
- M (g mol⁻¹) = 956.24
- charge = +2
- spin multiplicity = 6
- frontier orbital gap (alpha / beta) (eV) = 8.00 / 5.43

Last column: Löwdin charge in e.
Element x y z (Å)
Ru (13.14172, 14.65743, 13.75951)  1.118
N (15.38894, 14.49961, 13.84438)  -0.078
C (15.71199, 15.14768, 15.13979)  -0.244
C (14.93407, 14.46195, 16.25642)  -0.228
N (13.45011, 14.55446, 16.08330)  -0.048
H (15.88615, 13.60720, 13.76570)  0.100
H (15.78940, 15.09987, 13.11675)  0.104
H (15.40488, 16.19917, 15.06892)  0.103
H (16.77602, 15.12169, 15.38142)  0.127
H (15.25213, 14.88037, 17.22370)  0.127
H (15.18013, 13.40634, 16.30821)  0.113
H (13.06350, 15.40111, 16.49016)  0.092
H (12.98297, 13.76675, 16.56274)  0.091
Se (12.49550, 19.40212, 12.71340)  0.931
C (13.06086, 17.76152, 13.10299)  -0.746
N (13.43219, 16.67874, 13.46173)  -0.047
I (15.70636, 9.69893, 11.66977)  0.947
C (14.17502, 10.42657, 12.91802)  -0.700
C (13.43360, 9.58332, 13.74644)  -0.093
C (12.51953, 10.15195, 14.63620)  -0.027
C (12.36024, 11.53308, 14.64138)  -0.148
N (13.05572, 12.35557, 13.80729)  -0.056
C (13.95318, 11.78854, 12.95739)  -0.260
H (13.52228, 8.49715, 13.71440)  0.121
H (11.92348, 9.51726, 15.26222)  0.118
H (11.67015, 12.02331, 15.33380)  0.112
H (14.51642, 12.43813, 12.31509)  0.073
C (6.78252, 7.03988, 11.72193)  -0.030
C (7.47227, 8.39606, 11.80546)  -0.211
C (8.67906, 8.62995, 11.13106)  0.011
C (9.31982, 9.87230, 11.16059)  -0.281
C (10.69590, 10.07667, 10.54663)  -0.045
C (8.69611, 10.89374, 11.86628)  -0.436
Te (9.75523, 12.61417, 12.25825)  1.827
N (11.23107, 14.88238, 13.64920)  -0.121
C (10.43781, 15.82395, 12.98703)  -0.620
O (10.85870, 16.28941, 11.94964)  0.018
C (9.06030, 16.02110, 13.51591)  -0.185
C (8.23862, 17.05277, 13.03025)  0.000
C (6.96112, 17.23259, 13.57233)  -0.060
C (6.46367, 16.40671, 14.56398)  -0.064
C (7.25140, 15.35572, 15.01358)  -0.066
C (8.54775, 15.18336, 14.50131)  -0.086
C (9.86418, 13.42412, 10.33781)  -0.382
C (8.64002, 13.69770, 9.70523)  -0.270
C (7.31405, 13.54762, 10.41293)  -0.052
C (8.69662, 14.14587, 8.38132)  0.018
C (9.90418, 14.27503, 7.69074)  -0.218
C (9.94776, 14.66929, 6.23066)  -0.020
C (11.09521, 14.04535, 8.38596)  0.014
C (11.10317, 13.63545, 9.71464)  -0.314
C (12.37968, 13.49499, 10.47744)  -0.086
C (7.50835, 10.71194, 12.57784)  -0.303
C (6.91636, 11.85244, 13.42148)  -0.067
C (6.89645, 9.47547, 12.51574)  0.010
H (7.46870, 6.26944, 11.36003)  0.081
H (5.96134, 7.07572, 10.99913)  0.093
H (6.34328, 6.74404, 12.69424)  0.094
H (9.14506, 7.82574, 10.57833)  0.122
H (11.01536, 9.20352, 9.96289)  0.100
H (11.40376, 10.27796, 11.35301)  0.053
H (10.68556, 10.94756, 9.89025)  0.067
H (8.59467, 17.74582, 12.28960)  0.116
H (6.33785, 18.03034, 13.15911)  0.118
H (5.45301, 16.59720, 14.92466)  0.119
H (6.84231, 14.72408, 15.79252)  0.110
H (9.17234, 14.39726, 14.93573)  0.090
H (7.33302, 14.08329, 11.36849)  0.067
H (7.08869, 12.49917, 10.62690)  0.070
H (6.49326, 13.91955, 9.77372)  0.104
H (7.76151, 14.39410, 7.88007)  0.129
H (8.97975, 14.48184, 5.78568)  0.083
H (10.70940, 14.11443, 5.71973)  0.079
H (10.20391, 15.72193, 6.13744)  0.095
H (12.04353, 14.14736, 7.88270)  0.126
H (13.27992, 13.53715, 9.81495)  0.109
H (12.41802, 12.54516, 11.03836)  0.028
H (12.43272, 14.34344, 11.20568)  0.051
H (7.68840, 12.45999, 13.90072)  0.009
H (6.23874, 11.46470, 14.18276)  0.093
H (6.34812, 12.59182, 12.83946)  0.081
H (5.97221, 9.29430, 13.04822)  0.128



Arrangement B

Below is a molecular structure, C33H39IN5ORuSeTe, with properties calculated with the ωB97M-V functional and the def2-TZVPD basis.

- HOMO energy (alpha / beta) (eV) = -13.08 / -13.00
- ⟨S²⟩ = 8.8216
- M (g mol⁻¹) = 956.24
- charge = +2
- spin multiplicity = 6
- frontier orbital gap (alpha / beta) (eV) = 8.51 / 5.49

Last column: Löwdin charge in e.
Element x y z (Å)
Ru (-6.46736, 8.11170, 20.78414)  1.281
N (-6.71914, 9.60455, 22.30764)  -0.099
C (-6.00794, 9.33499, 23.53536)  -0.231
C (-4.58028, 8.87590, 23.13368)  -0.227
N (-4.57691, 7.64108, 22.33689)  -0.020
H (-6.15931, 10.37200, 21.84950)  0.062
H (-7.66786, 9.92195, 22.52555)  0.119
H (-6.56079, 8.66503, 24.13980)  0.092
H (-5.89555, 10.27478, 24.19600)  0.157
H (-4.01729, 8.88019, 24.04590)  0.114
H (-4.18040, 9.66715, 22.50605)  0.097
H (-4.32235, 6.81506, 22.88624)  0.098
H (-3.84623, 7.68957, 21.61689)  0.093
Se (-7.33801, 4.56961, 17.70987)  0.795
C (-6.93826, 5.88573, 18.79563)  -0.848
N (-6.61513, 6.71050, 19.54873)  -0.159
I (-11.98308, 6.80205, 21.41060)  0.989
C (-10.04809, 6.48396, 22.04961)  -0.736
C (-9.78561, 5.53992, 23.06516)  -0.066
C (-8.47395, 5.21476, 23.38825)  -0.017
C (-7.48970, 5.88312, 22.74721)  -0.114
N (-7.75575, 6.89559, 21.92453)  -0.116
C (-9.02324, 7.18204, 21.54075)  -0.235
H (-10.55901, 4.98646, 23.54638)  0.107
H (-8.28263, 4.41368, 24.04315)  0.116
H (-6.46105, 5.64453, 22.87612)  0.105
H (-9.12165, 8.04467, 20.81110)  0.120
C (-3.39953, 18.20509, 9.75775)  -0.032
C (-3.69467, 17.49323, 11.02558)  -0.210
C (-4.95669, 17.02838, 11.44532)  0.017
C (-5.10275, 16.23172, 12.55154)  -0.276
C (-6.48386, 15.69389, 12.88428)  -0.031
C (-3.97893, 15.99591, 13.35690)  -0.470
Te (-4.08002, 14.99426, 15.08770)  1.791
N (-5.53818, 9.41358, 19.77127)  -0.020
C (-4.84774, 10.54625, 19.86512)  -0.575
O (-4.88100, 11.21943, 20.89414)  0.008
C (-3.99087, 11.04559, 18.78639)  -0.120
C (-3.82893, 10.45084, 17.49725)  -0.037
C (-3.02483, 10.96553, 16.54011)  -0.070
C (-2.43823, 12.22466, 16.83127)  -0.122
C (-2.67069, 12.90376, 17.95297)  -0.118
C (-3.37427, 12.30373, 18.96006)  0.001
C (-4.99109, 13.28865, 14.31224)  -0.415
C (-4.35632, 12.58654, 13.33287)  -0.299
C (-2.98698, 12.99510, 12.69309)  -0.017
C (-4.87360, 11.39896, 12.90891)  -0.004
C (-6.01090, 10.88971, 13.52514)  -0.207
C (-6.66460, 9.57335, 13.08630)  -0.024
C (-6.66332, 11.59689, 14.53519)  -0.016
C (-6.19843, 12.79208, 14.93064)  -0.298
C (-6.88595, 13.62228, 15.99977)  -0.072
C (-2.71409, 16.54776, 13.03287)  -0.321
C (-1.45259, 16.35429, 13.80324)  -0.089
C (-2.57303, 17.27772, 11.86569)  0.010
H (-2.58528, 17.71356, 9.28969)  0.077
H (-3.00647, 19.21430, 9.96004)  0.110
H (-4.17179, 18.18642, 8.99635)  0.090
H (-5.70042, 17.21886, 10.65193)  0.142
H (-7.28028, 16.30795, 12.52272)  0.087
H (-6.68826, 15.58051, 13.95200)  0.038
H (-6.50199, 14.70334, 12.42920)  0.099
H (-4.42116, 9.51238, 17.26435)  0.132
H (-2.95272, 10.52053, 15.54645)  0.115
H (-1.90348, 12.63540, 15.93750)  0.110
H (-2.22233, 13.89262, 18.09772)  0.123
H (-3.50427, 12.77761, 19.86110)  0.094
H (-2.58480, 12.08526, 12.36560)  0.059
H (-2.40257, 13.49008, 13.47978)  0.034
H (-3.00415, 13.62659, 11.77872)  0.107
H (-4.38397, 10.68892, 12.27580)  0.127
H (-7.10005, 9.03374, 13.91234)  0.071
H (-5.90407, 8.87369, 12.77218)  0.076
H (-7.45518, 9.74110, 12.34250)  0.100
H (-7.54082, 11.24682, 15.05817)  0.131
H (-7.75907, 13.20648, 16.51865)  0.090
H (-7.17971, 14.62188, 15.62449)  0.065
H (-6.16857, 13.74793, 16.86207)  0.079
H (-0.93730, 15.40839, 13.45451)  0.112
H (-1.54975, 16.30387, 14.87091)  0.033
H (-0.72571, 17.19998, 13.73701)  0.109
H (-1.63057, 17.65282, 11.51880)  0.128



According to the calculations, the structures order from most to least stable as arrangement A, arrangement B.